# CH2ClNOP2

The molecule CH2ClNOP2 (the ωB97M-V functional and the def2-TZVPD basis, the OMol25 dataset).

Geometry as XYZ:
```
8
Properties=species:S:1:pos:R:3:nbo_charge:R:1
C 1.65399 -0.08234 -0.31820 0.334
N -0.74899 -1.09566 1.04761 -1.077
O 2.08767 -1.05656 -0.81162 -0.470
P -0.56927 0.13642 0.08918 0.930
P -2.46455 1.07958 -0.15495 -0.142
Cl 2.49327 1.13791 0.41746 0.083
H 0.14130 -1.53891 1.16762 0.363
H -2.59341 1.41955 -1.43710 -0.022
```

SMILES string = [H]/N=P(=P\[H])\C(=O)Cl
HOMO-LUMO gap (spin up / spin down) = 6.74 / 6.74 eV
Relative energy (zero: lowest compared OMol25 entry of this formula, charge and spin) = 62.6 kcal per mole
HOMO (spin up / spin down) = -0.304 / -0.305 Eh